{"formula": "C80H181N11O12", "method": "wB97M-V/def2-TZVPD", "species": ["H", "H", "H", "H", "C", "C", "H", "H", "C", "H", "H", "H", "N", "C", "H", "H", "C", "C", "C", "H", "C", "H", "H", "H", "C", "H", "C", "H", "C", "H", "H", "H", "H", "H", "C", "O", "H", "H", "H", "H", "H", "H", "H", "H", "H", "O", "H", "C", "H", "C", "H", "H", "H", "H", "H", "H", "H", "C", "H", "H", "H", "H", "H", "C", "H", "C", "H", "H", "O", "H", "H", "O", "C", "O", "C", "C", "C", "H", "H", "C", "H", "C", "C", "H", "C", "H", "H", "H", "H", "H", "H", "H", "H", "H", "C", "C", "C", "O", "H", "H", "O", "C", "H", "C", "C", "C", "C", "H", "N", "H", "C", "C", "C", "H", "H", "C", "H", "H", "C", "H", "C", "C", "H", "H", "H", "H", "C", "H", "C", "H", "H", "C", "H", "H", "H", "C", "H", "H", "C", "C", "H", "H", "C", "H", "N", "C", "N", "C", "H", "H", "C", "C", "H", "H", "H", "O", "H", "H", "H", "H", "C", "H", "H", "H", "H", "H", "O", "H", "H", "C", "H", "C", "N", "H", "C", "C", "H", "C", "H", "H", "H", "H", "H", "H", "O", "C", "H", "H", "H", "H", "C", "H", "C", "H", "H", "C", "N", "H", "H", "H", "N", "H", "H", "H", "C", "H", "H", "N", "H", "H", "H", "H", "H", "O", "H", "C", "H", "H", "C", "H", "H", "O", "H", "C", "H", "C", "H", "H", "H", "C", "H", "H", "H", "C", "H", "N", "H", "C", "H", "H", "H", "H", "C", "H", "H", "H", "H", "H", "C", "H", "H", "H", "H", "H", "H", "C", "H", "H", "H", "H", "H", "H", "N", "C", "C", "H", "C", "H", "H", "H", "N", "C", "H", "C", "H", "C", "H", "C", "H", "C", "H", "H", "H", "H"], "xyz": [[-0.93362, 0.64181, 7.06366], [-3.38550, 3.38977, 2.37684], [-6.94676, 2.46451, 0.47615], [-5.27557, 5.09115, 2.36230], [1.55852, -0.54745, 6.87970], [-0.08487, -0.56959, 0.65057], [3.22537, -5.80584, -1.11235], [-5.38427, 2.22302, -0.24154], [-0.52195, -1.10417, -0.72749], [-6.35985, -0.38206, -3.89547], [3.46340, -5.87827, -3.60477], [-3.16562, 1.93928, -0.51909], [0.29243, -2.05710, 5.46588], [-1.92785, 5.98223, -2.05717], [-0.46679, 10.20089, 1.69015], [-2.49161, 11.12925, 0.28703], [-6.68133, -1.34451, -1.59508], [5.16446, 1.10188, 3.13808], [-5.45451, -0.02044, -3.40792], [-4.51628, -0.32724, 0.87507], [4.73283, -5.01343, 0.20937], [-4.10361, -7.50452, 4.83664], [-6.63977, -7.74071, 2.31229], [-5.50125, -1.66133, 1.32499], [-1.93426, -2.30610, -7.23965], [2.70358, 3.44081, -3.70854], [-4.97676, -1.80529, 4.02793], [4.03469, -5.03436, 1.04618], [0.51449, 0.86359, 0.65281], [-1.02813, -1.00242, 7.71494], [5.88307, 3.69867, 2.87235], [8.71911, 4.19050, -4.37350], [-2.73924, 8.02487, -3.67639], [6.44362, -0.53803, 0.50978], [-8.74327, -0.76969, -0.52454], [-7.55473, -0.32705, -1.13299], [-5.08423, -8.58494, 3.91271], [-2.88360, -9.33668, 3.98241], [-6.31155, -5.08143, 3.13161], [-4.03376, -2.29045, -1.35448], [-8.51941, -1.21553, 0.44459], [-1.13660, 6.13738, -2.79060], [-3.73852, 4.34205, 1.05468], [-7.49747, 3.95802, -1.74657], [-5.16757, -2.73758, 3.49639], [4.89091, 4.81125, -4.52005], [-3.78395, -3.11409, -4.83324], [-2.65667, -6.87048, 0.44069], [3.95301, -3.09780, -0.57954], [-5.28398, -0.79802, -2.13069], [0.51752, -4.69405, 4.33404], [5.45721, -4.00517, -4.36635], [-5.97267, 3.17303, -2.34190], [-1.41668, 5.50364, -1.22184], [0.60289, -5.01059, -3.55865], [-4.04711, 7.21797, -2.99992], [0.77269, -1.17987, 0.93382], [7.67654, 4.49249, -4.27378], [3.60143, -1.11518, 7.14594], [4.96574, -6.62371, -4.16113], [7.58042, 5.46976, -4.74687], [5.63359, -1.35085, -1.49372], [2.79021, -1.71914, 3.74701], [2.83071, -1.18209, 6.37809], [-1.18804, -8.19319, 2.38780], [-6.40898, 4.00150, -1.78389], [1.17679, -1.83363, 3.04118], [7.37454, 0.06413, 1.80069], [-4.26663, -4.78582, 1.60114], [-4.95589, 0.07051, -1.55962], [-4.59951, -0.09395, -4.07999], [-6.14627, -1.12909, 4.37497], [-4.12104, -1.09566, 2.92979], [-1.03872, 4.05549, 3.15070], [2.61437, -2.60373, 6.03779], [1.30419, -4.37720, 5.01878], [-7.10809, -1.87490, 5.10384], [1.25720, 0.03067, 4.05473], [-5.27998, -8.13538, 1.29659], [0.51108, 0.31164, 4.79800], [2.29631, -4.71341, 4.71756], [-2.00864, -7.62771, 2.82931], [1.45853, -2.82504, 5.06045], [-9.31564, -1.45602, -1.14860], [-0.86521, -0.41619, 6.81057], [-6.05239, -6.63083, 1.09720], [-4.41454, -2.14978, 4.89588], [8.07254, -3.48750, -1.87223], [0.76498, 1.20158, 1.65835], [-2.79284, -2.47579, -7.88938], [-1.55586, -3.36721, -3.92894], [-0.72389, 1.77958, -3.35810], [-0.13543, 3.14088, -2.41250], [4.63266, 2.32340, -6.74139], [-1.18550, 1.41972, -1.30671], [-2.24964, 10.51720, -0.58184], [4.27849, -5.99185, -0.90154], [6.14717, -4.31398, -3.77458], [-3.06423, 6.07151, 0.31453], [6.64399, 4.39224, 0.53560], [-5.94518, 4.20223, -0.44594], [-0.51396, 1.80124, -0.00225], [5.67511, 3.93971, -0.86601], [5.23365, 0.64498, 1.67236], [-0.26652, 2.05881, -2.40892], [0.37582, -0.65427, 5.95162], [7.32229, -3.43197, -1.08347], [-7.84054, -1.15586, 5.47070], [-3.00966, -1.91232, 2.41464], [2.24858, -3.21998, 3.03301], [5.47352, -2.07914, -2.28876], [-0.96326, 4.94124, 2.08948], [4.90209, -3.59268, -0.37354], [4.64272, 2.63709, 4.50093], [5.23720, -3.05210, 0.51165], [-1.10286, -3.12454, -4.89019], [-0.56143, -3.25414, -0.12772], [-3.01723, 9.57112, 1.70614], [-1.23955, -2.49251, -0.51267], [-2.61342, -1.38108, 1.65249], [6.39974, -0.37403, 1.58648], [3.30946, 3.23213, 0.51848], [-4.76898, -2.53737, -2.76399], [3.15199, -0.61821, 5.50235], [-1.24675, 2.14397, 0.72826], [-1.42658, -2.79303, 5.30978], [4.82952, 3.12906, 0.99008], [6.30455, -7.70373, -1.87060], [-4.87645, -6.66006, 2.90499], [-1.56417, -7.24566, 3.74833], [6.98791, -0.03980, -4.69392], [-5.97091, 2.93158, 0.34318], [-2.78863, -0.81360, -2.24043], [-7.53411, -2.73667, 4.59007], [-3.50101, -7.54189, 0.28449], [1.92239, -2.36817, 3.62978], [-1.77087, 5.61108, 2.38475], [-1.51268, -2.95708, -1.46012], [3.38055, 2.62507, -3.45481], [-5.74796, -5.72194, 3.81002], [3.31529, 1.41802, -6.03897], [4.78914, 0.33990, 3.82118], [-2.59577, 2.04278, -1.44248], [-1.75682, -7.39092, 0.11280], [5.46628, 3.56274, -4.34482], [4.31815, -6.48017, -3.29618], [-1.33783, 8.19362, -0.98794], [4.47511, 2.36027, 3.46007], [3.75832, -0.33541, 0.34284], [-0.48781, -2.23062, -4.78654], [6.85433, 3.75268, -6.44494], [-2.57563, 8.76853, 1.11543], [-4.46459, 8.77071, 0.13654], [-6.86668, 4.29782, 2.55819], [-0.43591, 0.32202, 4.25837], [-0.31217, 8.48914, -1.99390], [0.91091, 1.23273, 5.22207], [3.09436, 2.66343, -0.38620], [-6.18610, 4.91687, -2.33209], [3.08270, 0.63260, 1.70661], [6.54977, 0.93713, -4.89820], [-3.74079, 8.81878, -2.37036], [-2.37371, -4.07299, -6.25346], [-5.70927, 1.03139, -3.27802], [-5.49496, 3.89221, 3.63345], [-1.10430, -2.80411, -7.74091], [5.50211, 1.46811, -0.58084], [1.39879, 0.95507, 0.02214], [7.78336, 4.22919, -6.75790], [-3.25223, 7.90990, -2.72154], [-2.13906, -2.56605, 0.09852], [-5.73231, -7.32759, 1.87191], [-4.23578, -1.85561, -2.24341], [-2.67705, 5.35092, -2.53494], [0.74038, -1.37889, -1.55482], [5.62810, 4.19710, 0.19212], [6.96778, -6.47789, -0.92974], [-2.22830, -3.02049, -6.01016], [1.56819, -5.12696, -5.04433], [7.58699, 4.62313, -3.19534], [3.97369, -7.48799, -3.06438], [-6.49693, -6.33360, 4.31300], [4.64545, 0.27077, -3.99962], [0.36620, 10.20580, 0.14981], [-0.24140, -4.20045, -5.30197], [7.44038, 2.08433, -4.66351], [-5.30033, 2.10514, 2.15828], [-3.96896, -4.00416, 2.07230], [-1.57883, -4.60156, 1.27808], [3.39734, 2.24202, 3.34813], [3.91479, 2.32070, -5.92117], [-3.03697, -1.63278, -4.97606], [-4.31329, -7.82064, 3.81477], [5.60874, 1.34408, -3.04658], [-4.26065, 6.42274, -0.82802], [-3.39913, 6.87719, -0.33877], [5.48895, 1.82124, 0.75289], [-0.72574, 9.22788, -2.44647], [1.10613, -4.82519, 5.99253], [4.25991, 4.27731, 2.82826], [-3.80346, -5.82419, 2.40766], [-1.71968, -0.65294, 6.17658], [-2.76419, -5.99414, -0.19851], [-1.14442, 4.63815, 3.90630], [5.18804, -5.86920, -2.18339], [6.17533, 1.24782, 3.51879], [2.70030, 2.65216, 1.21177], [5.44951, -4.45999, -2.58267], [-3.10326, 10.39323, -1.24822], [3.69431, -0.94517, 1.98169], [-6.61481, -2.21733, 6.01353], [-3.41846, -9.15425, 2.34789], [2.76722, 1.72413, -3.43968], [-1.94732, -0.51425, -2.59280], [2.38275, -3.31487, 6.83070], [5.84903, -3.40943, -1.60914], [5.61139, -5.33652, 0.76781], [-9.36662, 0.07775, -0.23925], [-1.62576, 9.26923, 0.00006], [1.78545, 0.47633, 7.17715], [-1.26950, 4.48085, 1.15015], [-0.83896, -2.32206, 4.71439], [6.23496, 0.85803, -5.93875], [-2.43584, 7.31166, -1.48403], [6.09092, -1.88685, -3.16622], [-5.20305, 3.08255, 1.68575], [1.53077, -3.62792, -4.22870], [1.18436, -0.43223, -1.86276], [7.81478, 2.06161, -3.64008], [-5.78673, 4.16322, 2.61879], [6.79164, 2.82120, -7.00755], [7.30313, -6.49183, -2.69890], [6.15151, -1.22949, 2.21468], [4.51402, 2.40924, -4.51803], [0.71298, 1.58621, -2.33601], [-3.78120, 3.41271, 1.44787], [5.12946, 5.16262, 0.27721], [-2.54211, -6.42850, 1.90994], [0.17431, 8.73127, 1.05603], [-2.33177, -1.80255, 3.15525], [5.97906, 4.26761, -6.84099], [8.24605, 1.91944, -5.37891], [6.81496, 3.45580, -4.94914], [-4.38583, 7.71575, 1.47788], [-2.41558, 3.10106, -1.63136], [-6.43390, -1.98599, -0.74929], [1.45092, -2.01627, -1.02854], [0.01523, 5.42149, 2.09269], [-0.34118, 9.64519, 0.76087], [7.45662, -4.33623, -0.48986], [3.30609, 3.13565, -6.31289], [2.98857, 4.27246, 0.57170], [3.53992, -2.93795, 5.56900], [-7.13254, -1.89530, -2.42039], [3.78771, 2.77067, -2.45424], [5.27973, 1.15455, -4.06830], [-0.86415, -0.58729, 1.41248], [-1.56988, -4.93072, 3.08474], [-5.82622, -0.06512, 1.99272], [-1.59394, -1.27399, -7.15584], [4.42844, -2.03678, -2.59553], [1.37131, -0.99972, 7.85362], [-1.35103, -0.06590, -1.45423], [3.87201, -0.04835, 1.38819], [6.55208, -6.64354, -1.92365], [-3.83739, -0.12910, 3.34619], [4.88990, 3.45172, 2.49720], [4.68386, 5.11150, -3.63203], [0.17051, 2.64231, -0.11267], [-5.21747, -5.15324, 4.57373], [-3.42238, -2.42234, -5.47422], [0.90235, -4.48629, -4.46613], [7.48100, -2.48632, -0.56515], [-5.03250, -0.76439, 1.72979], [-1.41394, 11.01323, -1.07547], [-1.44625, -5.32996, 2.07805], [-2.00550, 8.16972, 1.82569], [-3.81398, 8.03271, 0.60574], [0.28805, -1.68891, -2.49683], [-3.14064, -8.58569, 3.23540], [6.25970, 1.95152, -0.91845], [-0.40138, -5.63601, 2.02643], [-3.18687, 1.71270, -2.29674], [4.23954, -7.03803, -0.59809]], "mulliken_spin": [0.000, 0.000, 0.000, 0.000, 0.000, 0.030, 0.000, 0.003, -0.011, 0.000, 0.000, 0.000, 0.000, 0.001, 0.000, 0.000, 0.001, 0.000, 0.001, 0.005, 0.000, 0.000, 0.000, 0.001, 0.000, -0.001, -0.001, 0.000, -0.046, 0.000, 0.000, 0.000, 0.000, 0.000, 0.000, 0.000, 0.000, 0.000, 0.000, -0.001, 0.000, 0.000, 0.000, 0.000, 0.001, 0.000, 0.000, 0.000, 0.000, -0.006, 0.000, 0.000, 0.000, -0.001, 0.000, 0.000, 0.000, 0.000, 0.000, 0.000, 0.000, 0.000, 0.000, 0.000, 0.000, 0.000, -0.001, 0.000, 0.000, 0.001, -0.001, 0.000, -0.002, 0.000, 0.000, 0.000, 0.000, 0.000, 0.000, 0.001, 0.000, 0.000, 0.000, 0.000, 0.000, 0.000, 0.000, 0.000, -0.001, 0.000, -0.001, 0.000, 0.007, 0.000, -0.098, 0.000, 0.000, 0.000, 0.000, 0.000, 0.000, 0.032, 0.000, 0.000, 0.090, 0.000, 0.000, 0.000, 0.002, 0.000, 0.000, 0.000, 0.000, 0.000, 0.000, 0.002, -0.002, 0.000, 0.049, 0.009, 0.000, 0.000, 0.000, 0.000, -0.009, 0.000, 0.000, 0.000, 0.000, 0.000, 0.000, -0.004, 0.047, 0.000, 0.000, 0.000, 0.000, 0.001, 0.002, 0.000, 0.000, 0.000, 0.047, 0.000, 0.000, 0.000, 0.000, 0.000, 0.000, 0.000, 0.000, 0.000, 0.000, 0.000, 0.000, 0.000, 0.000, 0.000, 0.000, 0.000, 0.000, 0.000, 0.000, 0.000, 0.000, 0.000, 0.000, 0.004, 0.000, 0.000, -0.012, 0.000, 0.006, 0.000, -0.005, 0.000, 0.000, 0.000, 0.000, 0.000, 0.000, 0.000, 0.000, 0.000, 0.000, 0.000, 0.000, 0.000, 0.001, 0.000, 0.000, 0.000, 0.000, 0.000, 0.000, 0.000, 0.000, 0.000, 0.000, 0.000, 0.000, 0.000, 0.000, 0.000, 0.000, 0.000, 0.000, 0.000, 0.000, 0.000, 0.000, 0.000, 0.000, 0.069, 0.000, -0.001, 0.000, 0.000, 0.000, 0.000, 0.000, 0.000, 0.000, 0.000, 0.000, 0.000, 0.001, 0.011, 0.000, 0.000, 0.000, 0.000, 0.000, 0.000, -0.002, 0.001, 0.000, 0.000, 0.000, 0.000, 0.000, 0.000, 0.000, 0.000, 0.008, 0.000, 0.024, 0.000, 0.000, 0.000, 0.000, 0.000, 0.000, 0.000, -0.001, 0.000, -0.012, 0.000, 0.000, 0.000, 0.000, 0.000, 0.746, -0.001, 0.000, -0.001, 0.000, 0.000, 0.000, 0.000, 0.001, 0.000, 0.000, -0.003, 0.000, -0.001, 0.000, 0.000, 0.014, 0.000, 0.000, 0.000, 0.005, 0.000], "homo_lumo_gap_ev": [8.18, 4.19], "multiplicity": 2, "homo_energy_ha": [-0.3528, -0.3528], "mol_weight_g_mol": 1489.39, "charge": 1, "largest_force_ev_per_a": 3.03, "s_squared": 0.7547}